[1]
DFT (ωB97M-V with the def2-TZVPD basis set) results for 8 unconnected molecules or ions with the total composition C32H32F4N4 at a distorted geometry.

Geometry (Å):
F 3.47 -0.11 5.58
C 3.97 1.07 5.73
C 4.52 1.67 4.64
C 4.78 2.99 4.77
C 4.63 3.66 5.99
C 4.00 3.07 7.08
C 3.70 1.73 6.91
H 4.57 1.13 3.71
H 5.03 3.61 3.92
H 4.97 4.68 6.09
H 3.81 3.53 8.03
H 3.31 1.26 7.80
F -2.88 1.41 6.29
C -2.87 2.63 6.79
C -3.01 2.83 8.16
C -3.26 4.07 8.67
C -3.31 5.22 7.89
C -3.14 5.06 6.52
C -2.90 3.79 5.99
H -3.01 1.97 8.81
H -3.50 4.19 9.72
H -3.51 6.21 8.27
H -3.20 5.82 5.75
H -2.67 3.78 4.94
F -0.52 -11.10 -7.63
C 0.30 -10.07 -7.44
C 0.93 -9.32 -8.43
C 1.81 -8.27 -8.11
C 2.03 -7.96 -6.79
C 1.32 -8.70 -5.84
C 0.40 -9.71 -6.12
H 0.74 -9.65 -9.44
H 2.31 -7.88 -8.98
H 2.78 -7.31 -6.37
H 1.47 -8.46 -4.80
H -0.11 -10.31 -5.38
F -5.75 4.25 -0.51
C -5.64 5.44 -1.11
C -5.34 5.59 -2.48
C -5.24 6.90 -3.06
C -5.51 8.05 -2.31
C -5.90 7.90 -0.93
C -5.85 6.62 -0.33
H -5.29 4.67 -3.05
H -4.86 7.00 -4.07
H -5.33 9.05 -2.66
H -6.23 8.81 -0.46
H -6.21 6.45 0.67
C -1.98 -2.28 -7.69
C -1.70 -1.07 -6.92
N -1.51 -0.12 -6.31
H -2.11 -3.10 -6.98
H -1.15 -2.60 -8.32
H -2.91 -2.15 -8.24
C -0.94 -1.06 0.01
C -0.61 -2.14 -0.93
N -0.31 -2.95 -1.67
H -1.45 -0.22 -0.46
H -0.08 -0.62 0.52
H -1.53 -1.49 0.82
C 5.45 1.29 -2.69
C 5.57 2.24 -3.79
N 5.70 2.99 -4.65
H 5.58 0.28 -3.08
H 4.46 1.49 -2.27
H 6.26 1.36 -1.96
C 3.53 -6.47 2.06
C 4.63 -5.51 1.85
N 5.55 -4.79 1.60
H 3.02 -6.35 3.01
H 4.00 -7.41 2.35
H 2.73 -6.55 1.33

LUMO level: 0.25 eV
DFT total energy: -50529.3003 eV
energy relative to the best compared isomer or geometry (same formula, charge and spin): 62.4 kcal/mol
max |F|: 0.100 hartree/bohr
HOMO energy: -0.3338 Eh
structure (SMILES): Fc1ccccc1.Fc1ccccc1.Fc1ccccc1.Fc1ccccc1.CC#N.CC#N.CC#N.CC#N


[2]
DFT (ωB97M-V with the def2-TZVPD basis set) results for a molecular structure, C32H32N3OS5SiV at a distorted geometry.

Geometry (Å):
V 0.55 -0.99 0.02
S 2.31 -0.29 -1.40
C 3.83 -0.30 -0.59
C 4.99 0.20 -1.19
C 6.20 0.12 -0.53
C 6.28 -0.41 0.75
C 5.14 -0.88 1.37
C 3.94 -0.85 0.69
S 2.47 -1.55 1.42
C 2.61 -3.25 0.75
C 1.94 -3.50 -0.57
C 2.50 -4.46 -1.41
C 1.77 -4.91 -2.49
C 0.48 -4.44 -2.65
C 0.01 -3.44 -1.80
C -1.41 -2.99 -1.93
S -2.36 -3.41 -0.41
C -2.67 -1.80 0.29
C -3.75 -1.05 -0.14
C -4.11 0.11 0.52
C -3.42 0.49 1.66
C -2.32 -0.22 2.08
C -1.89 -1.34 1.36
S -0.44 -2.17 1.83
N 0.76 -2.92 -0.83
H 4.92 0.63 -2.18
H 7.10 0.47 -1.02
H 7.23 -0.48 1.26
H 5.17 -1.30 2.37
H 2.10 -3.86 1.51
H 3.67 -3.51 0.72
H 3.48 -4.86 -1.21
H 2.18 -5.65 -3.16
H -0.16 -4.83 -3.43
H -1.90 -3.49 -2.76
H -1.48 -1.92 -2.02
H -4.33 -1.41 -0.98
H -4.96 0.68 0.18
H -3.76 1.34 2.23
H -1.78 0.06 2.97
C -2.50 0.67 -3.14
Si -0.63 0.30 -2.87
C -0.01 -0.95 -4.20
C 0.33 1.93 -3.18
O -0.45 -0.30 -1.40
H -2.63 1.25 -4.04
H -2.92 1.23 -2.31
H -3.08 -0.24 -3.24
H 0.26 -0.44 -5.12
H -0.76 -1.69 -4.45
H 0.87 -1.47 -3.83
H 0.22 2.24 -4.22
H 1.39 1.80 -2.98
H -0.03 2.75 -2.56
S -0.21 4.75 3.21
C 0.07 3.23 2.32
C 0.53 2.10 2.99
C 0.67 0.92 2.29
N 0.41 0.80 0.98
C -0.02 1.90 0.35
C -0.23 3.12 0.98
C -1.95 4.37 3.48
C -2.35 3.57 4.54
C -3.70 3.27 4.65
N -4.61 3.72 3.80
C -4.23 4.51 2.82
C -2.90 4.87 2.61
H 0.78 2.15 4.04
H 0.96 0.02 2.82
H -0.23 1.78 -0.69
H -0.60 3.96 0.41
H -1.63 3.19 5.25
H -4.07 2.64 5.45
H -5.01 4.87 2.17
H -2.62 5.53 1.80

spin multiplicity: 3
LUMO level (spin up / spin down): -0.18 / -0.34 eV
⟨S²⟩: 2.022
DFT total energy: -127967.8398 eV
max |F|: 0.037 hartree/bohr
HOMO energy (spin up / spin down): -0.2606 / -0.2771 Eh


[3]
DFT (ωB97M-V with the def2-TZVPD basis set) results for a molecular structure, C32H32N5O2V at a distorted geometry.

Geometry (Å):
V -0.28 0.05 0.15
C -1.48 0.56 4.27
C -0.31 0.59 5.02
C 0.90 0.52 4.37
C 0.94 0.39 2.98
N -0.19 0.36 2.25
C -1.37 0.45 2.91
N 2.21 0.31 2.43
C 2.49 0.21 1.19
N 1.62 0.13 0.08
C 2.40 0.13 -1.10
N 2.01 0.16 -2.32
C 0.70 0.26 -2.75
C 0.52 0.33 -4.14
C -0.75 0.41 -4.66
C -1.85 0.44 -3.79
C -1.59 0.39 -2.44
N -0.35 0.30 -1.92
C 3.81 0.13 -0.71
C 4.95 0.16 -1.48
C 6.17 0.24 -0.81
C 6.23 0.27 0.58
C 5.07 0.25 1.35
C 3.87 0.18 0.68
H -2.46 0.62 4.73
H -0.35 0.67 6.10
H 1.84 0.55 4.90
H -2.26 0.41 2.29
H 1.40 0.31 -4.76
H -0.90 0.45 -5.73
H -2.86 0.50 -4.15
H -2.41 0.43 -1.73
H 4.90 0.12 -2.56
H 7.09 0.28 -1.38
H 7.19 0.33 1.07
H 5.11 0.27 2.43
C -4.92 -6.95 0.67
C -4.06 -5.78 0.33
C -3.66 -4.87 1.32
C -2.85 -3.80 1.04
C -2.49 -2.86 2.15
C -2.39 -3.63 -0.31
C -1.48 -2.64 -0.69
O -1.05 -1.69 0.03
C -2.80 -4.55 -1.33
C -2.39 -4.39 -2.77
C -3.63 -5.58 -0.99
H -5.38 -6.84 1.65
H -4.31 -7.85 0.67
H -5.70 -7.09 -0.08
H -4.00 -5.03 2.34
H -2.80 -3.28 3.11
H -3.01 -1.90 2.02
H -1.42 -2.65 2.19
H -1.05 -2.71 -1.69
H -1.31 -4.44 -2.90
H -2.74 -3.44 -3.19
H -2.82 -5.19 -3.37
H -3.96 -6.28 -1.75
C -2.97 3.57 -0.11
C -1.61 4.19 -0.42
C -0.77 2.97 -0.73
O -1.31 1.89 0.12
C -2.60 2.32 0.67
H -3.50 3.32 -1.03
H -3.61 4.23 0.48
H -1.22 4.72 0.45
H -1.64 4.87 -1.27
H 0.29 3.08 -0.49
H -0.87 2.67 -1.77
H -2.47 2.54 1.73
H -3.32 1.51 0.55

spin multiplicity: 3
LUMO level (spin up / spin down): -6.79 / -6.61 eV
⟨S²⟩: 2.014
DFT total energy: -70926.1251 eV
energy relative to the best compared isomer or geometry (same formula, charge and spin): 7.9 kcal/mol
max |F|: 0.025 hartree/bohr
net charge: +2
HOMO energy (spin up / spin down): -0.5023 / -0.5032 Eh


[4]
DFT (ωB97M-V with the def2-TZVPD basis set) results for a molecular structure, C32H32N5O3PPtS at a distorted geometry.

Geometry (Å):
Pt 0.38 -1.00 0.48
O -1.70 -3.85 -1.87
S -1.29 -2.72 -1.09
O -1.14 -3.00 0.35
O -0.04 -2.01 -1.54
C -2.59 -1.49 -1.30
C -3.83 -2.04 -1.61
C -4.89 -1.22 -1.98
C -4.69 0.14 -2.11
C -3.46 0.69 -1.78
C -2.41 -0.09 -1.31
P -0.87 0.70 -0.69
C -0.19 1.42 -2.24
C 0.14 0.56 -3.29
C 0.65 1.06 -4.47
C 0.85 2.43 -4.63
C 0.51 3.29 -3.59
C 0.00 2.79 -2.40
C -1.30 2.16 0.31
C -0.21 2.77 0.93
C -0.38 3.81 1.83
C -1.67 4.25 2.15
C -2.76 3.64 1.55
C -2.58 2.60 0.64
H -3.94 -3.11 -1.62
H -5.85 -1.66 -2.22
H -5.50 0.78 -2.46
H -3.32 1.76 -1.90
H -0.01 -0.51 -3.18
H 0.90 0.38 -5.27
H 1.25 2.82 -5.55
H 0.65 4.36 -3.70
H -0.27 3.48 -1.61
H 0.80 2.41 0.73
H 0.48 4.27 2.30
H -1.81 5.05 2.86
H -3.76 3.95 1.81
H -3.45 2.12 0.23
C 3.18 -2.32 1.05
N 2.56 -1.22 0.24
C 2.86 -1.49 -1.19
N 4.30 -1.57 -1.42
C 4.85 -2.64 -0.59
N 4.61 -2.41 0.84
C 5.21 -1.12 1.21
N 4.67 -0.01 0.41
C 3.23 0.05 0.62
C 4.91 -0.31 -1.01
H 2.69 -3.25 0.76
H 2.97 -2.12 2.10
H 2.43 -0.68 -1.78
H 2.37 -2.42 -1.47
H 5.93 -2.70 -0.76
H 4.40 -3.59 -0.88
H 6.29 -1.17 1.05
H 5.03 -0.93 2.26
H 2.80 0.84 0.01
H 3.01 0.25 1.67
H 5.99 -0.36 -1.18
H 4.50 0.51 -1.61
C 0.50 -0.57 2.41
C -0.92 -0.71 2.88
C -1.75 0.42 2.94
C -3.10 0.29 3.19
C -3.63 -0.99 3.39
C -2.82 -2.11 3.39
C -1.46 -1.96 3.14
C -5.06 -1.14 3.62
N -6.19 -1.27 3.80
H 1.15 -1.35 2.82
H 0.90 0.43 2.64
H -1.32 1.40 2.80
H -3.74 1.16 3.23
H -3.24 -3.09 3.55
H -0.82 -2.83 3.12

LUMO level: -0.31 eV
DFT total energy: -70666.6577 eV
energy relative to the best compared isomer or geometry (same formula, charge and spin): 27.5 kcal/mol
max |F|: 0.047 hartree/bohr
HOMO energy: -0.2814 Eh


[5]
DFT (ωB97M-V with the def2-TZVPD basis set) results for a molecular structure, C32H32NOY at a distorted geometry.

Geometry (Å):
C -2.02 0.01 2.48
C -1.94 -1.10 1.57
C -0.73 -1.79 1.83
H -2.71 -1.41 0.85
C -0.03 -1.08 2.86
C -0.84 0.01 3.27
H 0.91 -1.40 3.32
C -2.52 1.65 -2.05
C -3.07 0.44 -1.50
C -2.44 -0.65 -2.14
H -3.87 0.38 -0.76
C -1.38 -0.12 -2.96
C -1.52 1.30 -2.98
H -0.44 -2.75 1.43
H -0.62 0.67 4.11
H -2.87 0.68 2.60
H -0.95 1.98 -3.61
H -2.69 -1.70 -2.03
H -2.82 2.65 -1.77
Y -0.10 0.42 0.87
C -0.02 -0.81 -3.11
C 0.82 -0.21 -4.23
C -0.20 -2.30 -3.32
H 0.24 -0.29 -5.16
H 1.73 -0.81 -4.39
H 1.11 0.83 -4.05
H -0.85 -2.45 -4.19
H -0.66 -2.80 -2.46
H 0.77 -2.77 -3.56
C 0.57 -0.47 -1.68
C 1.80 -0.87 -0.87
H -0.27 -0.87 -1.02
H 0.60 0.64 -1.65
O 1.70 -0.41 0.36
N 2.79 -1.70 -1.13
C 3.41 -2.42 0.04
H 2.94 -2.12 -2.04
C 2.53 -3.55 0.51
C 2.42 -3.87 1.86
H 3.02 -3.34 2.60
C 1.52 -4.85 2.28
H 1.44 -5.10 3.34
C 0.73 -5.54 1.34
H 0.07 -6.36 1.66
C 0.87 -5.24 -0.02
H 0.30 -5.80 -0.77
C 1.78 -4.27 -0.44
H 1.92 -4.04 -1.50
H 3.56 -1.67 0.81
H 4.38 -2.79 -0.29
C -2.33 5.53 2.78
C -2.86 4.31 2.31
C -2.10 3.47 1.51
C -0.74 3.79 1.21
C 0.17 2.89 0.62
C 1.40 3.30 0.18
C 1.88 4.61 0.53
C 1.09 5.47 1.26
C -0.23 5.09 1.63
C -1.04 5.92 2.42
H -2.93 6.17 3.43
H -3.88 4.03 2.58
H -2.54 2.56 1.10
H 2.04 2.64 -0.42
H 2.88 4.91 0.22
H 1.47 6.45 1.56
H -0.64 6.88 2.77

LUMO level: -0.04 eV
DFT total energy: -38281.8856 eV
max |F|: 0.084 hartree/bohr
HOMO energy: -0.2273 Eh


[6]
DFT (ωB97M-V with the def2-TZVPD basis set) results for a molecular structure, C32H33BrCoN3O3P at a distorted geometry.

Geometry (Å):
Co 0.36 0.93 -0.16
C 1.63 4.53 2.89
C 0.94 3.50 2.00
C 1.44 3.67 0.58
C 1.22 2.07 2.54
C 0.84 1.89 4.02
O -0.01 0.76 4.02
C -0.20 0.35 2.79
N 0.45 1.02 1.88
C -1.09 -0.82 2.68
C -1.62 -1.28 3.89
C -2.48 -2.37 3.95
C -2.84 -3.03 2.78
C -2.31 -2.60 1.58
C -1.45 -1.50 1.51
P -0.96 -1.12 -0.21
C -2.53 -0.86 -1.08
C -3.65 -0.37 -0.40
C -4.83 -0.18 -1.11
C -4.90 -0.43 -2.47
C -3.77 -0.90 -3.14
C -2.58 -1.08 -2.46
C -0.26 -2.69 -0.81
C -0.95 -3.60 -1.61
C -0.31 -4.74 -2.05
C 1.00 -4.99 -1.68
C 1.70 -4.08 -0.89
C 1.07 -2.94 -0.45
H 1.47 5.53 2.48
H 2.70 4.37 2.94
H 1.25 4.53 3.91
H -0.14 3.66 2.04
H 2.52 3.54 0.53
H 1.20 4.67 0.22
H 0.96 2.96 -0.12
H 2.29 1.87 2.37
H 0.28 2.73 4.44
H 1.69 1.69 4.68
H -1.35 -0.78 4.81
H -2.85 -2.71 4.91
H -3.50 -3.88 2.81
H -2.56 -3.13 0.67
H -3.60 -0.14 0.65
H -5.71 0.15 -0.57
H -5.82 -0.26 -3.01
H -3.83 -1.11 -4.20
H -1.69 -1.37 -2.99
H -1.99 -3.44 -1.86
H -0.85 -5.45 -2.66
H 1.47 -5.92 -1.98
H 2.73 -4.27 -0.64
H 1.60 -2.22 0.17
C 5.15 0.62 1.37
C 4.70 0.57 -0.10
C 3.29 0.52 -0.19
N 2.14 0.49 -0.20
H 6.24 0.69 1.40
H 4.85 -0.28 1.91
H 4.75 1.49 1.88
H 5.14 -0.30 -0.60
H 5.06 1.47 -0.63
Br -0.14 0.98 -6.99
C 0.04 1.01 -5.09
C 0.96 0.17 -4.46
C 1.05 0.22 -3.08
N 0.31 1.04 -2.32
C -0.56 1.85 -2.94
C -0.73 1.86 -4.31
H 1.58 -0.50 -5.02
H 1.75 -0.43 -2.57
H -1.14 2.52 -2.32
H -1.46 2.51 -4.76
O -1.20 1.53 -0.08
O -1.96 1.78 0.91

spin multiplicity: 5
LUMO level (spin up / spin down): -9.13 / -13.07 eV
⟨S²⟩: 6.073
DFT total energy: -161259.5932 eV
max |F|: 0.140 hartree/bohr
net charge: +3
HOMO energy (spin up / spin down): -0.6235 / -0.6267 Eh